1.
The following is a quantum chemistry calculation of a structure of composition C30H45BCrN8S3, from the OMol25 dataset.

The calculation puts the total energy at -105341.351 eV. For the energy relative to the best compared isomer or geometry (same formula, charge and spin), the calculation gives 0.0 kcal/mol. As for the spin multiplicity: 2. Its charge is +3. The expectation value of S² is 0.83.

Each line ends with the Mulliken charge.
Atoms and positions in Å:
Cr 2.23 -2.39 0.04  -0.90
C 2.60 0.36 -4.24  -1.90
C 1.94 0.80 -2.98  0.29
C 1.66 2.11 -2.67  -0.13
C 1.04 2.48 -1.45  -0.36
N 0.69 1.56 -0.58  -0.60
N 0.93 0.29 -0.89  0.55
B 0.35 -0.75 0.04  1.08
N 0.21 -0.28 1.46  0.98
N -1.01 0.19 1.74  -0.53
C -1.17 0.80 2.90  0.03
C -0.08 0.92 3.80  -0.27
C 1.16 0.40 3.52  0.14
C 2.32 0.48 4.45  -1.89
C 1.27 -0.24 2.26  0.46
S 2.73 -1.02 1.73  -0.26
C -2.53 1.37 3.22  2.17
C -2.37 2.90 3.37  -1.53
C -3.02 0.77 4.55  -1.75
C -3.53 1.07 2.12  -1.82
N -0.84 -1.50 -0.50  0.92
N -1.70 -0.79 -1.21  -0.48
C -2.81 -1.39 -1.60  -0.49
C -3.06 -2.74 -1.23  -0.11
C -2.14 -3.47 -0.52  0.28
C -2.34 -4.91 -0.15  -1.76
C -0.96 -2.79 -0.18  0.60
S 0.41 -3.52 0.65  -0.19
C -3.76 -0.55 -2.44  2.15
C -3.00 -0.14 -3.72  -1.57
C -4.14 0.70 -1.64  -1.32
C -5.01 -1.33 -2.82  -2.22
C 1.55 -0.13 -1.99  0.99
S 1.76 -1.86 -2.08  -0.26
C 0.68 3.91 -1.09  2.14
C -0.84 4.03 -1.24  -1.44
C 1.38 4.92 -2.00  -2.17
C 1.08 4.18 0.37  -1.52
H 2.87 1.21 -4.86  0.39
H 3.50 -0.21 -4.02  0.43
H 1.93 -0.29 -4.81  0.40
H 1.93 2.89 -3.38  0.54
H -0.25 1.42 4.75  0.48
H 2.05 1.02 5.36  0.41
H 2.66 -0.52 4.73  0.42
H 3.16 1.00 3.99  0.41
H -1.67 3.16 4.17  0.41
H -2.02 3.35 2.44  0.21
H -3.33 3.34 3.62  0.49
H -2.36 1.00 5.39  0.36
H -4.00 1.17 4.79  0.48
H -3.11 -0.32 4.48  0.39
H -3.22 1.50 1.16  0.16
H -3.68 0.00 1.98  0.34
H -4.50 1.51 2.38  0.51
H -3.98 -3.21 -1.54  0.65
H -3.33 -5.25 -0.45  0.40
H -1.59 -5.54 -0.64  0.41
H -2.23 -5.05 0.92  0.41
H -2.12 0.45 -3.48  0.23
H -2.70 -1.01 -4.30  0.38
H -3.66 0.46 -4.34  0.45
H -3.26 1.29 -1.38  0.08
H -4.81 1.32 -2.25  0.51
H -4.68 0.44 -0.73  0.34
H -4.79 -2.22 -3.41  0.48
H -5.59 -1.63 -1.94  0.46
H -5.66 -0.70 -3.43  0.41
H -1.16 3.84 -2.27  0.39
H -1.36 3.34 -0.57  0.16
H -1.15 5.05 -0.98  0.46
H 1.04 4.84 -3.04  0.43
H 1.14 5.92 -1.66  0.41
H 2.47 4.81 -1.98  0.50
H 0.56 3.51 1.06  0.16
H 2.16 4.07 0.52  0.38
H 0.81 5.20 0.63  0.47
C 7.34 -3.39 1.17  -0.84
N 6.29 -4.01 0.34  0.01
C 6.60 -5.29 -0.34  -0.84
C 5.15 -3.46 0.21  0.48
N 4.09 -2.95 0.08  -0.51
H 8.21 -3.21 0.55  0.33
H 7.60 -4.08 1.97  0.33
H 6.98 -2.45 1.58  0.31
H 7.44 -5.14 -1.00  0.34
H 5.73 -5.62 -0.91  0.32
H 6.84 -6.03 0.42  0.33

---

2.
The following is a quantum chemistry calculation of a structure of composition C30H45BN5PtS2Se, from the OMol25 dataset.

The calculation puts the total energy at -130227.114 eV. For the energy relative to the best compared isomer or geometry (same formula, charge and spin), the calculation gives 29.6 kcal/mol. Its charge is +1.

Each line ends with the Mulliken charge.
Atoms and positions in Å:
Pt 0.38 -0.06 0.18  1.57
C -1.25 -0.65 -1.10  -0.87
C -0.15 -0.10 -1.89  1.08
C -0.62 1.24 -2.29  -0.91
C -1.96 1.37 -1.91  -0.53
C -2.37 0.26 -1.20  0.01
C -3.75 0.00 -0.68  1.61
C -4.53 1.29 -0.43  -1.71
C -4.45 -0.80 -1.81  -1.72
C -3.72 -0.86 0.58  -1.49
C 0.13 2.40 -2.91  2.19
C 1.51 2.57 -2.27  -1.64
C 0.23 2.19 -4.43  -1.74
C -0.64 3.72 -2.70  -2.00
C 0.68 -1.10 -2.74  2.52
C 0.87 -2.41 -1.95  -1.84
C 2.09 -0.65 -3.11  -1.81
C -0.13 -1.41 -4.00  -1.63
H -1.44 -1.71 -0.98  0.28
H -2.55 2.27 -2.03  0.49
H -4.61 1.90 -1.33  0.39
H -4.05 1.89 0.35  0.25
H -5.54 1.04 -0.10  0.46
H -4.51 -0.21 -2.73  0.36
H -5.46 -1.05 -1.49  0.48
H -3.92 -1.73 -2.03  0.33
H -3.10 -0.41 1.36  0.19
H -3.33 -1.86 0.36  0.16
H -4.73 -0.98 0.96  0.56
H 2.12 1.67 -2.30  0.20
H 1.40 2.86 -1.22  0.22
H 2.04 3.37 -2.79  0.60
H 0.85 1.35 -4.72  0.27
H 0.67 3.09 -4.87  0.52
H -0.76 2.05 -4.88  0.36
H -0.82 3.91 -1.64  0.32
H -1.59 3.73 -3.23  0.41
H -0.03 4.54 -3.09  0.47
H 1.38 -2.25 -1.00  0.17
H 1.50 -3.08 -2.53  0.61
H -0.07 -2.94 -1.77  0.32
H 2.71 -0.49 -2.22  0.19
H 2.12 0.25 -3.71  0.32
H 2.56 -1.44 -3.70  0.58
H -1.13 -1.78 -3.74  0.26
H 0.37 -2.18 -4.59  0.46
H -0.26 -0.53 -4.63  0.32
C -1.59 -3.66 1.82  -0.92
N -0.17 -3.67 1.47  0.39
C 0.50 -4.75 0.97  -0.44
C 1.81 -4.40 0.91  -0.76
N 1.93 -3.12 1.37  0.22
B 3.40 -2.49 1.39  0.16
N 3.50 -1.21 2.26  0.04
C 4.02 -1.15 3.53  -0.56
C 4.12 0.15 3.89  -0.47
N 3.64 0.89 2.82  0.44
C 3.63 2.34 2.72  -0.80
C 3.25 0.04 1.86  -0.66
S 2.61 0.51 0.33  -0.29
C 0.72 -2.67 1.70  -0.20
S 0.28 -1.12 2.35  -0.58
H -2.16 -4.10 1.00  0.38
H -1.89 -2.63 1.98  0.21
H -1.76 -4.23 2.73  0.37
H 0.00 -5.68 0.73  0.52
H 2.66 -4.96 0.58  0.53
H 3.69 -2.24 0.26  0.00
H 4.10 -3.33 1.90  -0.19
H 4.31 -2.04 4.06  0.56
H 4.50 0.62 4.78  0.48
H 3.82 2.76 3.71  0.31
H 2.67 2.68 2.36  0.33
H 4.41 2.67 2.04  0.32
Se -0.93 1.78 0.99  0.27
C -0.72 2.08 2.87  0.55
C -1.77 2.83 3.41  -0.96
C -1.70 3.21 4.74  -0.47
N -0.71 2.86 5.56  -0.61
C 0.27 2.13 5.04  -0.81
C 0.32 1.73 3.71  0.73
H -2.62 3.13 2.81  0.39
H -2.50 3.80 5.17  0.38
H 1.07 1.84 5.71  0.39
H 1.15 1.14 3.36  0.13

---

3.
The following is a quantum chemistry calculation of a structure of composition C30H45CaO23 at a distorted geometry, from the OMol25 dataset.

The calculation puts the total energy at -97365.362 eV. For the energy relative to the best compared isomer or geometry (same formula, charge and spin), the calculation gives 104.1 kcal/mol. Its charge is +1.

Each line ends with the Mulliken charge.
Atoms and positions in Å:
Ca -12.74 11.15 -2.40  1.50
C -15.22 8.87 0.09  0.65
C -14.34 9.73 -0.58  1.14
O -13.08 9.62 -0.53  -0.83
O -14.80 10.59 -1.42  -0.87
H -14.73 8.25 0.83  -0.04
H -16.02 8.40 -0.49  -0.05
H -15.92 9.56 0.57  -0.50
C -15.42 1.32 -1.94  -1.33
C -16.02 2.33 -1.04  0.40
C -16.04 2.04 0.46  -0.58
O -15.95 3.32 1.16  -0.31
C -15.41 4.21 0.18  0.50
O -15.07 5.38 0.37  -0.48
O -15.32 3.53 -0.97  -0.24
H -15.46 1.73 -2.95  0.33
H -15.99 0.40 -1.81  0.39
H -14.40 1.21 -1.57  0.34
H -17.07 2.58 -1.24  0.33
H -15.15 1.47 0.73  0.30
H -16.92 1.58 0.91  0.28
C -17.44 6.90 -4.20  -1.40
C -16.14 7.37 -3.52  1.55
C -15.02 6.33 -3.39  0.00
O -13.91 7.20 -3.45  -0.27
C -14.14 8.41 -3.91  0.74
O -13.35 9.38 -3.97  -0.80
O -15.46 8.38 -4.32  -0.37
H -17.98 7.84 -4.32  0.19
H -17.95 6.16 -3.57  0.38
H -17.35 6.47 -5.19  0.46
H -16.36 7.90 -2.59  -0.84
H -15.12 5.61 -4.20  0.29
H -15.16 5.81 -2.44  0.05
C -17.11 13.79 -6.84  -1.41
C -15.76 14.01 -6.33  0.58
C -15.67 15.26 -5.62  -0.44
O -15.23 14.81 -4.25  -0.33
C -14.85 13.53 -4.24  0.62
O -14.45 12.90 -3.29  -0.36
O -15.35 13.00 -5.37  -0.34
H -17.86 13.99 -6.08  0.29
H -17.25 12.72 -7.02  0.31
H -17.55 14.39 -7.63  0.42
H -14.99 14.03 -7.10  0.23
H -16.69 15.66 -5.62  0.31
H -15.07 16.03 -6.10  0.33
C -17.08 12.12 0.26  -1.01
C -18.22 12.92 -0.32  0.81
C -18.09 14.37 -0.24  -0.51
O -18.31 14.84 -1.54  -0.35
C -18.52 13.83 -2.37  0.49
O -18.66 14.10 -3.54  -0.60
O -18.28 12.64 -1.71  -0.10
H -16.81 12.45 1.27  0.52
H -16.09 12.28 -0.16  0.33
H -17.18 11.04 0.33  -0.46
H -19.15 12.57 0.14  0.14
H -17.08 14.53 0.15  0.31
H -18.85 14.86 0.37  0.33
C -17.83 9.31 2.84  -1.34
C -18.70 8.78 3.94  0.48
C -18.43 7.32 4.40  -0.49
O -18.23 7.43 5.80  -0.34
C -18.25 8.68 6.22  0.68
O -18.42 8.93 7.43  -0.58
O -18.49 9.50 5.21  -0.41
H -17.54 10.35 2.97  0.44
H -18.13 8.98 1.85  0.33
H -16.83 8.87 2.88  0.36
H -19.77 8.84 3.72  0.38
H -17.55 6.84 3.96  0.24
H -19.20 6.59 4.17  0.27
C -18.79 9.74 -1.54  -1.01
C -20.14 10.10 -2.32  0.22
C -20.36 9.19 -3.58  -0.32
O -21.73 9.13 -3.47  -0.31
C -22.14 9.38 -2.26  0.50
O -23.37 9.28 -1.97  -0.61
O -21.19 9.87 -1.40  -0.33
H -17.94 10.30 -1.94  0.18
H -18.60 8.66 -1.54  0.70
H -18.90 10.11 -0.52  0.02
H -20.09 11.18 -2.52  0.31
H -19.84 8.26 -3.36  0.29
H -20.01 9.65 -4.50  0.37
C -10.29 7.87 0.75  -1.20
C -10.85 7.08 2.01  0.36
C -12.34 7.06 2.19  0.05
O -12.67 5.68 2.32  -0.29
C -11.73 4.91 1.84  0.64
O -11.70 3.66 1.78  -0.58
O -10.54 5.70 1.77  -0.38
H -9.21 7.94 0.87  0.42
H -10.64 8.90 0.70  0.21
H -10.47 7.34 -0.18  0.31
H -10.45 7.67 2.84  0.25
H -12.90 7.32 1.29  -0.23
H -12.60 7.73 3.02  0.39

---

4.
The following is a quantum chemistry calculation of a structure of composition C30H45F5HfOP2 at a distorted geometry, from the OMol25 dataset.

The calculation puts the total energy at -67341.575 eV. Its charge is +2.

Each line ends with the Mulliken charge.
Atoms and positions in Å:
Hf 0.18 -0.16 -0.39  -0.19
C -1.84 1.51 0.41  1.09
C -2.10 0.64 -0.74  1.46
C -2.32 -0.56 1.25  0.16
C -2.16 0.80 1.59  0.97
C -2.29 -0.70 -0.18  0.98
C -1.76 2.99 0.30  -2.13
H -1.38 3.31 -0.68  0.25
H -1.07 3.40 1.06  0.31
H -2.75 3.45 0.45  0.43
C -2.53 1.38 2.91  -1.56
H -2.36 2.46 2.94  0.44
H -1.96 0.92 3.73  0.25
H -3.59 1.19 3.13  0.38
C -2.62 -1.64 2.22  -2.09
H -3.62 -1.54 2.67  0.40
H -1.88 -1.65 3.03  0.18
H -2.57 -2.62 1.73  0.39
C -3.04 -1.78 -0.87  -1.06
H -4.09 -1.48 -1.04  0.30
H -3.04 -2.70 -0.27  0.40
H -2.59 -2.00 -1.84  -0.02
C -2.91 1.13 -1.91  -2.05
H -3.93 1.44 -1.60  0.36
H -3.04 0.34 -2.66  0.42
H -2.45 2.00 -2.40  0.36
C 1.64 0.21 -2.13  1.55
C 0.42 0.98 -2.25  1.03
C -0.16 1.29 -3.62  -1.63
C -0.96 0.15 -4.27  -2.10
C -0.77 -1.20 -3.64  -0.32
C 0.42 -1.81 -3.70  -0.62
C 1.65 -1.19 -4.31  -1.68
C 2.37 -0.17 -3.40  -1.17
H 0.64 1.62 -4.31  0.51
H -0.70 0.12 -5.35  0.67
H -0.81 2.18 -3.51  0.59
H 2.60 0.73 -3.98  0.54
H 2.39 0.52 -1.38  -1.02
H 0.23 1.81 -1.51  0.41
H 3.36 -0.57 -3.13  0.59
H 2.37 -1.98 -4.58  0.29
H 0.49 -2.88 -3.51  1.08
H 1.42 -0.71 -5.27  0.42
H -2.03 0.39 -4.27  0.39
H -1.67 -1.75 -3.37  1.34
P 2.05 2.27 0.32  1.23
C 2.03 3.33 1.79  -1.27
H 2.89 4.01 1.78  0.62
H 2.06 2.72 2.69  0.29
H 1.10 3.92 1.81  0.30
C 3.64 1.39 0.60  -1.30
H 4.41 2.11 0.91  0.51
H 3.97 0.87 -0.30  0.33
H 3.50 0.65 1.39  0.29
C 2.47 3.52 -0.94  -1.42
H 2.48 3.09 -1.94  0.29
H 3.43 3.99 -0.73  0.51
H 1.69 4.30 -0.93  0.38
P 1.18 -2.82 -0.33  1.14
C -0.16 -3.82 -1.11  -1.31
H 0.22 -4.69 -1.66  0.51
H -0.73 -3.20 -1.81  0.18
H -0.87 -4.15 -0.34  0.42
C 2.57 -2.83 -1.52  -0.97
H 2.21 -2.51 -2.50  -0.32
H 3.04 -3.81 -1.59  0.70
H 3.31 -2.09 -1.20  0.32
C 1.87 -4.09 0.78  -1.36
H 2.47 -4.81 0.19  0.53
H 1.09 -4.64 1.31  0.38
H 2.52 -3.63 1.53  0.38
F 2.00 -0.92 6.81  -0.27
C 1.54 -0.74 5.56  0.49
C 1.21 0.54 5.10  0.51
F 1.30 1.60 5.92  -0.28
C 0.76 0.71 3.80  -0.90
F 0.23 1.94 3.48  -0.39
C 0.74 -0.35 2.87  1.16
O 0.67 -0.17 1.54  0.23
C 0.79 -1.63 3.46  -0.74
F 0.31 -2.73 2.79  -0.35
C 1.31 -1.84 4.73  0.15
F 1.59 -3.10 5.16  -0.29

---

5.
The following is a quantum chemistry calculation of a structure of composition C30H45N5O4RhSi2Te, from the OMol25 dataset.

The calculation puts the total energy at -73534.950 eV. For the energy relative to the best compared isomer or geometry (same formula, charge and spin), the calculation gives 0.3 kcal/mol. Its charge is +1.

Each line ends with the Mulliken charge.
Atoms and positions in Å:
Rh -0.19 0.36 -0.86  -0.54
O -4.09 -0.43 1.44  -0.59
C -4.17 0.82 1.94  0.16
C -5.08 1.04 2.98  -0.79
C -5.22 2.29 3.54  -0.34
C -4.45 3.36 3.08  -0.95
C -3.55 3.15 2.06  -0.61
C -3.38 1.89 1.48  0.36
C -2.37 1.68 0.42  0.88
O -2.20 0.48 -0.05  -0.82
N -1.68 2.73 0.03  -0.80
N -0.78 2.39 -0.97  0.88
C -0.53 3.32 -1.81  -0.52
C 0.30 3.33 -3.01  0.97
C 0.44 4.57 -3.65  -0.94
C 1.13 4.69 -4.84  -0.79
C 1.70 3.57 -5.43  -0.50
C 1.57 2.32 -4.82  -0.71
C 0.89 2.22 -3.63  0.36
O 0.77 0.97 -3.04  -0.16
H -3.43 -0.40 0.72  0.26
H -5.68 0.20 3.31  0.47
H -5.93 2.44 4.34  0.41
H -4.57 4.34 3.52  0.43
H -2.94 3.96 1.69  0.47
H -1.07 4.25 -1.61  0.40
H -0.02 5.44 -3.21  0.41
H 1.23 5.66 -5.31  0.42
H 2.24 3.65 -6.36  0.42
H 2.01 1.43 -5.25  0.51
O 2.54 1.21 -1.61  -0.59
C 1.42 0.85 -1.80  0.60
C 4.19 -1.77 -2.80  -0.96
Si 3.98 -2.76 -1.24  0.06
C 3.51 -4.53 -1.63  -1.04
C 5.50 -2.68 -0.17  -1.07
C 2.55 -2.00 -0.24  -0.61
Te 0.72 -2.03 -1.32  0.53
C -0.25 -3.60 -0.27  -1.01
Si -2.01 -4.00 -0.87  -0.10
C -2.54 -5.51 0.10  -1.14
C -3.15 -2.56 -0.54  -0.42
C -1.89 -4.36 -2.70  -1.00
H 5.02 -2.15 -3.39  0.41
H 4.38 -0.72 -2.58  0.28
H 3.30 -1.82 -3.44  0.30
H 4.32 -5.02 -2.17  0.37
H 2.62 -4.59 -2.26  0.32
H 3.33 -5.11 -0.72  0.33
H 6.36 -3.11 -0.69  0.34
H 5.37 -3.24 0.76  0.33
H 5.75 -1.65 0.09  0.33
H 2.73 -0.95 0.00  0.20
H 2.37 -2.54 0.69  0.59
H -0.20 -3.40 0.80  0.54
H 0.38 -4.46 -0.49  0.65
H -2.56 -5.30 1.17  0.34
H -1.87 -6.35 -0.07  0.34
H -3.54 -5.81 -0.20  0.35
H -3.34 -2.44 0.53  0.15
H -4.11 -2.74 -1.02  0.65
H -2.76 -1.61 -0.93  -0.10
H -1.20 -5.18 -2.90  0.33
H -1.57 -3.49 -3.27  0.32
H -2.87 -4.66 -3.09  0.34
C 0.81 3.83 3.02  -0.49
C 1.57 3.69 1.72  -0.72
N 1.26 2.40 1.12  0.16
C 0.75 1.34 1.77  -0.03
N 0.35 0.27 1.07  1.50
C -0.20 -0.90 1.78  -0.24
C -0.75 -0.56 3.14  -0.75
C 0.31 0.22 3.89  -0.84
N 0.68 1.39 3.12  0.15
C 1.07 2.59 3.85  -0.66
H -0.26 3.92 2.82  0.11
H 1.13 4.72 3.56  0.40
H 2.64 3.77 1.90  0.36
H 1.29 4.47 1.01  0.40
H 1.30 2.33 0.12  -0.14
H 0.60 -1.65 1.87  0.09
H -0.98 -1.33 1.17  -0.02
H -1.00 -1.48 3.67  0.46
H -1.66 0.04 3.05  0.13
H 1.19 -0.41 4.08  0.19
H -0.06 0.56 4.86  0.57
H 2.12 2.54 4.14  0.22
H 0.47 2.61 4.77  0.45

---

Look up the charge of the third one.
+1